13
Properties=species:S:1:pos:R:3 method="wB97M-V/def2-TZVPD" e_homo_ev=-10.05 energy_ev=-7797.7095 gap_ev=11.021 smiles="C[C@H]1CN1C=O"
C 1.100 -0.920 1.114
C 0.335 0.148 0.379
C 0.464 0.376 -1.070
N -0.719 -0.316 -0.523
C -1.887 0.488 -0.548
O -2.902 0.168 -1.099
H 0.525 -1.284 1.972
H 2.053 -0.528 1.483
H 1.301 -1.770 0.457
H 0.092 1.036 0.968
H 0.328 1.393 -1.437
H 1.102 -0.254 -1.684
H -1.794 1.461 -0.011